Below is a structure of composition C4H10N2O2 at a distorted geometry, with properties calculated with ωB97M-V with the def2-TZVPD basis set.

molar mass = 118.14 g/mol
electronic energy = -11380.4197 eV
2S+1 = 1
energy relative to the best compared isomer or geometry (same formula, charge and spin) = 149.50 kcal per mole
net charge = 0
HOMO level = -8.963 eV

Structure (XYZ):
```
18
Properties=species:S:1:pos:R:3:forces:R:3:lowdin_charge:R:1
N 3.04272 -0.58264 0.27525 -0.9152 0.1483 -4.2192 -0.018
C 1.57491 -0.81218 -0.00137 1.7094 1.3744 2.7665 -0.246
C 0.90612 0.52245 -0.34345 -2.2545 1.4510 0.7530 -0.187
N -0.62770 0.45668 -0.44111 2.0834 -0.9666 -1.9635 -0.114
C -1.57097 0.68501 0.64256 -0.5895 2.6820 -1.3068 -0.143
C -2.80156 0.12455 -0.19692 -0.4938 5.7100 0.6758 -0.550
O -3.10742 0.63566 -1.32374 -0.1280 -2.5962 4.0928 0.047
O -3.09943 -1.01089 0.52931 0.5259 0.1655 -4.8426 0.051
H 3.39970 -0.68204 1.16497 0.4870 -0.5322 1.9010 0.015
H 3.70130 -0.85081 -0.48483 -0.9446 0.2949 1.2120 0.079
H 1.22594 -1.08805 1.03010 -0.3942 -0.2608 -1.2140 0.118
H 1.41684 -1.57581 -0.72953 -0.2489 -0.5495 -0.3842 0.092
H 1.06378 1.25359 0.51514 0.5664 -0.7311 -1.1922 0.122
H 1.20525 0.96534 -1.32782 0.1903 -0.4449 1.0213 0.119
H -0.96123 0.96778 -1.30530 0.5187 -0.8757 1.6901 0.129
H -1.64069 1.81145 0.77835 -0.2128 -1.1264 0.5081 0.127
H -1.45323 0.13871 1.61105 0.2120 0.3963 -1.2343 0.130
H -2.27431 -0.95882 -0.39264 -0.1117 -4.1390 1.7362 0.228
```
Positions in Å, forces in eV/Å.